No. 1
Entry from the OMol25 dataset: C38H30IrN10O4S4Se as an isolated structure in a non-equilibrium geometry (ωB97M-V/def2-TZVPD).

Geometry as XYZ:
```
88
Properties=species:S:1:pos:R:3:forces:R:3:lowdin_charge:R:1
Ir 0.27355 -0.11773 0.73120 -1.0 0.4 0.6 0.909
C 0.34939 -4.24646 -1.51648 0.0 0.0 0.0 -0.005
N 1.53888 -3.44472 -1.77405 0.0 0.0 0.0 -0.093
C 2.22034 -3.45189 -2.96798 0.0 0.0 0.0 -0.019
C 3.18500 -2.52219 -2.87575 0.0 0.0 0.0 -0.020
N 3.10646 -1.96140 -1.61455 0.1 0.0 0.1 0.026
C 2.05868 -2.51729 -0.94777 -0.2 0.0 0.1 -0.600
S 1.43265 -2.27714 0.63975 0.6 0.1 -0.3 0.657
C 3.92770 -0.86377 -1.19792 -0.2 -0.2 -0.1 -0.240
C 5.08023 -0.56316 -1.91834 0.0 0.0 0.0 0.007
C 5.80300 0.54760 -1.52825 0.0 0.0 0.0 -0.047
C 5.35812 1.30144 -0.45211 0.0 0.0 0.0 -0.043
C 4.20803 0.89269 0.19581 0.1 0.0 0.0 -0.135
N 3.50683 -0.18370 -0.15951 0.3 0.1 0.0 0.099
H 0.47916 -5.22104 -1.98187 0.0 0.0 0.0 0.102
H -0.53047 -3.75915 -1.93676 0.0 0.0 0.0 0.089
H 0.21730 -4.35651 -0.44652 0.0 0.0 0.0 0.059
H 1.94299 -4.10017 -3.77901 0.0 0.0 0.0 0.134
H 3.87795 -2.18001 -3.61777 0.0 0.0 0.0 0.121
H 5.41105 -1.16647 -2.74855 0.0 0.0 0.0 0.103
H 6.69976 0.82481 -2.06588 0.0 0.0 0.0 0.113
H 5.88633 2.18581 -0.12580 0.0 0.0 0.0 0.109
H 3.80929 1.46341 1.02756 0.0 0.0 0.0 0.107
S -1.38630 -1.59180 1.52956 -0.1 -0.3 0.1 0.579
C -2.83501 -0.69595 1.10945 0.1 -0.1 -0.1 -0.644
C -4.04914 -1.33636 0.92081 -0.2 0.0 0.0 -0.054
C -5.18776 -0.60905 0.58472 0.0 -0.1 0.0 -0.180
C -6.44412 -1.29248 0.44428 0.0 0.0 0.0 -0.177
N -7.44896 -1.84464 0.37698 0.0 0.0 0.0 0.184
C -5.09870 0.77240 0.39966 0.1 0.1 0.0 -0.180
C -3.87698 1.41734 0.58546 -0.1 0.0 0.1 -0.036
C -2.76149 0.69446 0.96910 0.1 0.0 0.1 -0.631
S -1.25824 1.48292 1.40584 -0.1 0.2 -0.4 0.706
C -6.24830 1.54731 0.02441 0.0 0.0 0.0 -0.173
N -7.15230 2.19347 -0.26766 0.0 0.0 0.0 0.172
H -4.13422 -2.40865 1.02332 0.0 0.0 0.0 0.110
H -3.80826 2.48604 0.43339 0.0 0.0 0.0 0.124
N -0.67039 -0.04904 11.27467 0.0 0.0 0.0 0.166
C -0.34368 -0.05890 10.17370 0.0 0.0 0.0 -0.176
C 0.06853 -0.06918 8.79476 0.0 0.0 0.0 -0.223
C -0.79133 -0.56117 7.81644 0.0 0.0 0.0 -0.005
C -0.38969 -0.58555 6.49342 0.0 0.0 0.0 0.013
C 0.86392 -0.09738 6.15281 0.0 0.0 0.0 -0.177
C 1.72400 0.40205 7.12031 0.0 0.0 0.0 0.004
C 1.32867 0.40854 8.44512 0.0 0.0 0.0 -0.010
N 1.27456 -0.11207 4.79407 0.1 0.0 0.0 -0.006
C 2.53973 -0.39529 4.30932 -0.1 0.0 0.0 -0.016
C 2.44977 -0.32336 2.95903 0.1 0.1 0.1 -0.138
N 1.16083 0.02181 2.61465 0.0 -0.3 -0.1 -0.159
C 0.47938 0.12377 3.73345 -0.1 0.1 0.1 -0.169
H -1.76553 -0.93644 8.09681 0.0 0.0 0.0 0.128
H -1.03814 -0.99975 5.73250 0.0 0.0 0.0 0.125
H 2.68802 0.80083 6.83547 0.0 0.0 0.0 0.120
H 1.98708 0.79595 9.20991 0.0 0.0 0.0 0.126
H 3.35589 -0.65532 4.95798 0.0 0.0 0.0 0.126
H 3.19543 -0.52145 2.21234 0.0 0.0 0.0 0.071
H -0.56227 0.38532 3.79878 0.0 0.0 0.0 0.098
C -0.95169 -8.05569 -0.33323 0.0 0.0 0.0 -0.043
C -1.74414 -6.96351 -0.99792 0.0 0.0 0.0 -0.281
C -2.19069 -5.87068 -0.25890 0.0 0.0 0.0 -0.044
C -2.92776 -4.86109 -0.85551 0.0 0.0 0.0 -0.055
C -3.21572 -4.93759 -2.21074 -0.1 0.0 0.1 -0.281
C -2.78624 -6.01700 -2.96669 0.0 0.0 0.0 -0.044
C -2.05396 -7.02286 -2.35470 0.0 0.0 0.0 -0.037
S -4.12664 -3.63346 -2.98223 0.1 -0.1 0.1 0.637
O -4.86788 -2.97232 -1.94869 0.0 0.0 0.0 -0.278
O -4.77042 -4.14279 -4.15682 0.0 0.0 0.0 -0.284
N -2.90899 -2.67074 -3.52559 -0.1 0.2 -0.1 -0.132
C -2.38621 -1.66540 -2.59191 0.1 -0.1 0.0 -0.225
C -1.17664 -0.96930 -3.20853 0.0 -0.1 0.0 -0.067
C -0.18320 -0.49374 -2.16141 0.1 0.1 0.0 -0.617
O 0.99709 -0.32937 -2.43195 -0.1 -0.1 0.0 0.030
O -0.73496 -0.33818 -0.99964 0.0 0.1 -0.2 -0.274
H -0.03873 -7.65975 0.11630 0.0 0.0 0.0 0.081
H -0.67141 -8.83142 -1.04428 0.0 0.0 0.0 0.076
H -1.52882 -8.52218 0.46629 0.0 0.0 0.0 0.086
H -1.96311 -5.80868 0.79933 0.0 0.0 0.0 0.125
H -3.27862 -4.01889 -0.27763 0.0 0.0 0.0 0.092
H -3.03758 -6.06873 -4.01772 0.0 0.0 0.0 0.117
H -1.72797 -7.87548 -2.93853 0.0 0.0 0.0 0.114
H -3.15485 -2.32045 -4.44539 0.0 0.0 0.0 0.117
H -2.06804 -2.19224 -1.68912 -0.1 0.0 0.0 0.095
H -3.15371 -0.95766 -2.27705 0.0 0.0 0.0 0.125
H -1.46499 -0.11456 -3.82430 0.0 0.0 0.0 0.132
H -0.64106 -1.65972 -3.86340 0.0 0.0 0.0 0.118
Se 1.08617 3.71864 -1.86708 0.0 0.1 -0.1 0.664
C 1.18089 2.35599 -0.78511 0.1 0.0 0.2 -0.921
N 1.25015 1.45773 -0.03146 0.3 -0.3 -0.1 -0.159
```
Positions in Å, forces in eV/Å.

Results
Spin multiplicity ... 2
Highest occupied orbital energy (alpha / beta) ... -7.801 / -7.480 eV
ΔE to the lowest compared entry with this formula, charge and spin ... 148.0 kJ/mol
E_LUMO (alpha / beta) ... -0.021 / -0.110 hartree
Max |F| ... 0.024 hartree/bohr

---

No. 2
Entry from the OMol25 dataset: C38H31AsF7N10OTi as an isolated structure in a non-equilibrium geometry (ωB97M-V/def2-TZVPD).

Geometry as XYZ:
```
89
Properties=species:S:1:pos:R:3:forces:R:3:lowdin_charge:R:1
Ti -1.17121 0.38393 1.03172 -1.9 -1.0 -0.4 0.785
C -3.39726 -0.03315 -4.06736 -0.5 0.0 -0.5 -0.071
N -2.84538 -0.37522 -2.78290 0.6 0.3 0.5 -0.105
C -2.06757 0.30398 -1.93277 0.1 -0.3 0.1 -0.088
N -1.94269 -0.38967 -0.80481 -0.5 -0.2 -1.2 -0.038
C -2.68630 -1.49946 -1.03146 0.1 0.2 -0.3 -0.181
N -3.23307 -1.51614 -2.21492 -0.6 -0.9 -0.1 0.132
C -2.55975 0.87837 -4.91954 -0.1 0.1 0.0 -0.197
C -3.19922 1.78187 -5.76202 0.2 -0.1 0.0 -0.023
C -2.46645 2.55295 -6.65186 -0.2 0.0 0.0 -0.054
C -1.09048 2.48084 -6.67809 0.3 -0.2 0.2 -0.006
C -0.43636 1.62135 -5.79167 -1.0 -0.2 0.1 -0.134
C -1.18067 0.79562 -4.94269 0.3 0.2 -0.3 0.026
C 0.99540 1.62086 -5.70282 1.4 0.3 -0.3 -0.273
N 1.86712 2.16523 -6.50946 -2.0 -0.1 -0.2 0.106
N 3.07469 1.99164 -5.97518 1.4 -0.6 1.4 0.107
C 2.91968 1.35208 -4.84604 -0.6 0.6 -1.3 -0.271
O 1.60580 1.06815 -4.61681 0.2 0.3 -0.4 0.132
C 3.91448 0.98253 -3.88502 0.6 -0.4 0.9 -0.133
C 5.26620 1.26543 -4.09722 -0.6 0.0 -0.1 -0.008
C 6.19309 0.88753 -3.14923 0.1 -0.1 0.3 -0.059
C 5.79659 0.23125 -1.99156 -0.3 0.0 -0.2 -0.029
C 4.44957 -0.05045 -1.77527 0.1 0.0 0.2 -0.185
C 4.03881 -0.80231 -0.52495 0.6 0.0 -0.2 -0.073
N 2.61638 -0.84347 -0.32707 -0.7 0.7 0.4 -0.139
C 1.77983 0.11567 0.11278 -0.3 -0.4 -0.1 -0.068
N 0.52504 -0.34466 0.07719 2.1 -0.3 -0.8 -0.017
C 0.67140 -1.60188 -0.42376 0.3 0.3 -0.1 -0.196
N 1.91256 -1.91834 -0.67280 0.1 -1.1 -0.5 0.131
C 3.51461 0.33116 -2.71378 0.0 0.2 -0.4 0.039
H -4.38061 0.41914 -3.89863 0.1 -0.1 -0.1 0.139
H -3.54972 -0.98757 -4.58439 0.0 0.2 0.1 0.142
H -1.59571 1.24456 -2.15306 -0.1 0.1 0.0 0.150
H -2.81041 -2.29303 -0.32198 -0.1 -0.1 0.1 0.109
H -4.27269 1.87628 -5.72618 -0.2 0.0 0.0 0.116
H -2.98157 3.22789 -7.31566 -0.1 0.1 -0.1 0.110
H -0.50384 3.08977 -7.34732 0.0 0.1 0.0 0.118
H -0.65390 0.09600 -4.31084 0.0 -0.1 0.1 0.124
H 5.55341 1.77642 -5.00132 0.1 0.1 -0.1 0.117
H 7.23873 1.10402 -3.30336 0.1 0.0 0.0 0.109
H 6.53172 -0.07598 -1.26254 0.1 0.0 0.1 0.116
H 4.50665 -0.35184 0.35537 0.0 -0.1 -0.1 0.139
H 4.36730 -1.84349 -0.61546 -0.1 0.2 0.2 0.141
H 2.09254 1.09353 0.43103 0.0 0.1 0.1 0.151
H -0.13632 -2.28563 -0.60678 -0.1 0.0 0.0 0.113
H 2.46248 0.13339 -2.57001 0.0 -0.1 0.1 0.118
C 0.74263 -1.91981 2.64486 0.0 -0.2 -0.1 -0.114
N -0.14463 -0.73615 2.66151 0.2 -0.3 0.5 -0.154
C 0.48363 0.33681 3.37568 0.3 0.0 0.5 -0.055
C 0.52153 1.59715 2.81590 0.3 0.3 -0.2 -0.321
C 1.07997 2.81932 3.28454 -0.2 -0.3 0.1 -0.037
C 0.85548 3.75711 2.29036 0.0 0.2 -0.2 -0.092
C 0.17655 3.10994 1.25398 0.3 0.6 0.1 -0.155
N -0.01487 1.81654 1.55637 1.7 1.6 0.6 -0.153
C 1.02432 -2.49673 4.01072 0.2 0.1 -0.1 -0.201
C 2.33034 -2.50131 4.48280 -0.1 0.1 0.0 -0.046
C 2.63658 -3.05361 5.71241 0.1 -0.1 0.1 -0.082
C 1.63355 -3.60867 6.48799 0.0 0.0 0.1 -0.089
C 0.32683 -3.60263 6.02884 0.0 0.0 0.0 -0.070
C 0.02221 -3.05751 4.79417 0.0 0.0 0.0 -0.019
H 1.69216 -1.61831 2.19340 -0.2 0.0 0.0 0.112
H 0.30967 -2.70326 2.02018 0.0 0.2 0.0 0.114
H 0.95543 0.11509 4.32369 -0.1 0.0 0.1 0.126
H 1.54431 2.97682 4.23987 0.1 0.0 0.1 0.096
H 1.14954 4.78926 2.30125 0.0 0.2 0.0 0.087
H -0.16116 3.53875 0.32168 -0.1 -0.1 0.0 0.107
H 3.10986 -2.06229 3.87615 0.1 0.0 -0.1 0.110
H 3.65931 -3.06022 6.05822 0.1 0.0 0.1 0.102
H 1.86927 -4.04246 7.44851 0.0 0.0 0.1 0.101
H -0.46017 -4.03347 6.62943 -0.1 0.0 0.1 0.105
H -0.99920 -3.06857 4.44604 -0.1 0.0 0.0 0.105
F -2.43099 1.84904 2.55305 -0.7 0.0 -0.7 -0.214
As -3.68803 1.89639 1.31456 -2.0 0.9 0.0 0.860
F -4.94423 1.65930 2.49006 0.6 0.0 -0.5 -0.216
F -3.49070 0.10929 1.21974 0.0 1.2 0.0 -0.254
F -4.80891 1.80789 -0.03660 0.8 0.0 0.8 -0.239
F -2.36009 2.09518 0.10478 -0.5 -0.3 0.6 -0.274
F -3.83674 3.61799 1.43931 0.2 -0.8 -0.2 -0.216
F -5.39157 -2.00317 3.94114 0.0 0.0 0.0 0.067
C -4.11651 -1.69799 3.64293 0.4 0.0 0.0 -0.274
C -3.46702 -2.40858 2.64301 -0.3 0.2 0.3 -0.006
C -2.16226 -2.07781 2.33115 0.3 0.2 0.1 -0.084
C -1.49801 -1.03517 3.00419 -0.6 -0.6 0.9 -0.321
C -2.15911 -0.38998 4.06181 0.2 -0.2 -0.2 -0.020
C -3.47036 -0.70519 4.36539 -0.1 -0.3 -0.1 0.012
H -3.98540 -3.19346 2.11017 -0.1 0.0 0.0 0.125
H -1.64421 -2.64266 1.56371 0.0 0.0 0.1 0.102
H -1.63585 0.37587 4.62069 -0.1 0.0 -0.1 0.125
H -3.98609 -0.20792 5.17289 -0.1 0.1 0.0 0.129
```
Positions in Å, forces in eV/Å.

Results
Spin multiplicity ... 4
Highest occupied orbital energy (alpha / beta) ... -5.657 / -8.366 eV
ΔE to the lowest compared entry with this formula, charge and spin ... 52.0 kJ/mol
E_LUMO (alpha / beta) ... -0.022 / -0.022 hartree
Max |F| ... 0.047 hartree/bohr

---

No. 3
Entry from the OMol25 dataset: C38H31BCl2N8O6RuS as an isolated structure in a non-equilibrium geometry (ωB97M-V/def2-TZVPD).

Geometry as XYZ:
```
88
Properties=species:S:1:pos:R:3:forces:R:3:lowdin_charge:R:1
Ru 0.09808 1.97939 0.36449 0.5 -0.3 -1.3 1.455
Cl 6.60767 0.00129 0.98107 0.8 -0.4 0.0 0.710
C 5.12632 0.42595 0.29426 -2.2 0.6 -0.6 -0.698
C 4.00703 0.55762 1.13780 0.6 0.1 -0.7 -0.030
C 2.82580 1.05125 0.59241 -1.4 -0.1 -0.2 -0.162
N 1.62050 1.08701 1.29849 1.3 0.8 -0.8 -0.028
C 1.43074 0.42755 2.50044 -1.3 -0.6 0.7 -0.434
O 2.23772 -0.30161 3.08161 -0.3 0.6 -0.1 0.039
C 0.02271 0.61399 2.89872 0.9 0.2 -0.1 -0.231
C -0.55506 -0.14218 3.87469 -1.1 -0.1 1.3 -0.027
C -1.93608 -0.00885 4.17933 2.4 0.4 -0.8 -0.091
C -2.64806 1.01406 3.51080 1.1 0.4 -1.4 -0.089
C -2.00280 1.69773 2.45993 -2.3 0.1 2.2 -0.169
N -0.70777 1.56495 2.18175 0.7 -0.2 -0.5 -0.101
C 2.69436 1.50322 -0.78722 -1.2 -0.1 1.3 -0.214
C 3.75484 1.22479 -1.60863 1.5 0.1 -1.3 -0.036
C 4.92365 0.68014 -1.09474 0.0 0.3 0.1 -0.651
Cl 6.17149 0.39931 -2.26439 0.4 -0.1 0.2 0.658
N 1.50283 2.06073 -1.19947 1.2 0.6 1.7 0.057
C 1.51745 3.03398 -2.28428 -1.3 -2.1 -3.8 -0.499
O 1.96380 4.17261 -2.19459 0.6 1.5 1.9 -0.009
C 1.02206 2.63060 -3.63570 -0.9 0.6 1.5 -0.235
C 0.48727 3.65916 -4.47745 1.2 -0.1 -0.6 -0.034
C 0.39981 3.42308 -5.84223 -0.3 -0.9 1.6 -0.099
C 0.54078 2.08761 -6.24626 -0.4 0.1 -1.4 -0.126
C 0.87165 1.09416 -5.33326 -0.1 1.0 -0.5 -0.191
N 1.07804 1.37000 -4.07610 1.0 -1.0 1.4 0.084
H 4.00239 0.27039 2.18728 0.3 0.1 -0.4 0.105
H 0.14878 -0.71785 4.49338 -0.6 -0.2 -0.5 0.126
H -2.33917 -0.60723 4.94362 -0.6 -0.5 0.9 0.065
H -3.61378 1.31727 3.87560 -0.3 0.0 -0.4 0.080
H -2.55072 2.49670 1.95746 0.2 -0.2 -0.1 0.098
H 3.71142 1.45889 -2.68871 -0.1 -0.2 0.8 0.132
H 0.31558 4.61268 -4.02692 0.1 0.6 0.0 0.090
H 0.18355 4.18918 -6.56577 -0.3 0.2 0.0 0.086
H 0.22652 1.85170 -7.26368 0.6 -0.2 0.1 0.077
H 1.10005 0.09050 -5.64407 -0.4 -0.5 -0.2 0.090
N -6.23792 -2.12234 1.05749 0.2 0.9 -0.2 0.086
C -5.28915 -1.34541 0.33751 -0.2 -0.4 -0.1 -0.325
C -4.19184 -1.93934 -0.27101 0.6 1.0 -1.6 0.009
C -3.31511 -1.11805 -1.03728 -1.4 -0.8 1.0 -0.033
C -3.46538 0.26212 -1.05122 0.6 -0.4 1.0 -0.275
C -4.53290 0.85635 -0.38837 -1.4 -0.3 -0.4 -0.029
C -5.52241 0.01055 0.15131 0.8 0.8 -0.1 -0.028
S -2.15441 1.17902 -1.78851 1.1 2.0 1.4 0.790
O -2.59101 1.79378 -2.97987 -0.3 -0.3 -1.4 -0.229
O -0.94703 0.28150 -1.85649 -0.5 0.3 0.7 -0.160
N -1.58613 2.41926 -0.78273 -0.2 -1.8 -0.8 -0.191
C -2.18180 3.65051 -0.93384 -0.6 1.0 1.7 -0.464
N -3.50666 3.74480 -1.12650 0.4 1.0 0.3 0.111
C -4.04378 4.96387 -0.88503 -0.4 -1.1 -0.8 -0.138
C -3.34714 6.07807 -0.52335 2.0 0.3 0.1 -0.063
C -1.93152 5.88751 -0.43992 -1.0 -0.4 -0.7 -0.103
N -1.37113 4.68829 -0.59907 -0.4 0.3 -0.2 0.123
H -5.76130 -2.76482 1.66089 0.2 -0.5 0.1 0.079
H -6.76453 -1.49893 1.66386 -0.1 -0.2 -0.2 0.080
H -4.15853 -3.01954 -0.36468 0.3 0.1 0.3 0.117
H -2.55353 -1.52920 -1.65115 0.6 -0.6 -0.1 0.114
H -4.68495 1.93598 -0.43248 0.1 -0.4 0.0 0.093
H -6.51306 0.35326 0.42141 0.2 0.5 0.4 0.108
H -5.11260 5.01357 -1.05869 -0.1 0.0 0.1 0.105
H -3.79717 7.06068 -0.38432 0.1 -0.4 0.0 0.095
H -1.25878 6.74743 -0.36067 -0.1 -0.4 0.4 0.111
C 4.35525 -4.41248 0.85522 0.2 -2.0 -0.8 -0.073
C 3.06710 -4.60155 1.68232 -0.5 0.1 0.0 -0.575
C 2.58778 -6.07871 1.53658 0.6 0.2 -0.7 -0.072
C 3.39667 -4.48748 3.14777 0.0 -1.0 3.1 -0.095
C 1.91160 -3.62709 1.33059 -0.3 -0.4 -0.6 -0.165
C 0.66164 -3.72478 1.95802 -0.3 0.4 -0.2 -0.051
C -0.43276 -2.84969 1.68797 1.8 -0.2 -0.6 0.014
C -0.18426 -1.88522 0.71567 1.5 -0.9 -0.2 -0.235
O -0.95100 -0.87119 0.34980 -0.1 2.5 -0.5 0.054
B -0.08321 0.09623 -0.46508 -0.8 -3.8 -1.3 -0.632
O 1.06464 -0.80696 -0.87917 -1.0 2.4 -0.1 0.110
C 1.05483 -1.82231 -0.03414 -1.3 -1.5 2.4 -0.227
C 2.07553 -2.68511 0.28498 0.5 0.1 0.0 0.055
H 5.00982 -5.32804 1.10533 -0.7 1.5 -0.4 0.100
H 4.93432 -3.50682 0.96671 0.0 0.3 0.6 0.070
H 4.15827 -4.46227 -0.23806 -0.1 -0.2 0.6 0.082
H 3.41737 -6.72551 1.99745 -1.5 0.5 -0.9 0.101
H 2.37752 -6.26295 0.45929 0.6 -0.3 0.6 0.090
H 1.60665 -6.21129 2.01079 0.5 -0.1 0.3 0.062
H 4.35395 -5.04558 3.43944 -1.0 0.9 -0.6 0.093
H 2.61324 -5.08526 3.76786 1.0 1.2 -0.9 0.099
H 3.42000 -3.46194 3.59173 0.1 -0.7 -0.6 0.093
H 0.45038 -4.48772 2.70284 0.4 0.0 0.0 0.095
H -1.31497 -2.96181 2.30448 -0.2 0.4 -0.3 0.104
H 3.02996 -2.56319 -0.23536 -0.3 -0.1 0.2 0.117
```
Positions in Å, forces in eV/Å.

Results
Net charge ... -1
Spin multiplicity ... 6
Highest occupied orbital energy (alpha / beta) ... -1.738 / -5.028 eV
ΔE to the lowest compared entry with this formula, charge and spin ... 287.7 kJ/mol
E_LUMO (alpha / beta) ... 0.081 / 0.013 hartree
Max |F| ... 0.088 hartree/bohr

---

- Among the records above, which one has the lowest ΔE to the lowest compared entry with this formula, charge and spin?
  C38H31AsF7N10OTi

---

- What is the spin multiplicity in the third record?
  6

---

- Which value of max |F| does entry 3 give?
  0.088 hartree/bohr